Molecular formula: C9H38N18O10
Method: DFT, ωB97M-V with the def2-TZVPD basis set

```
75
Properties=species:S:1:pos:R:3:forces:R:3
O -3.583482 2.240116 -2.420823 -0.93 1.35 -0.09
H -4.223873 2.714063 -1.857128 0.37 -0.21 -0.53
H -3.247680 1.577544 -1.839424 0.58 -1.16 0.63
C 1.955356 3.530196 0.065826 -1.19 0.79 0.76
O 1.757445 3.234713 -1.133501 0.45 0.09 0.73
N 1.572171 4.769184 0.600262 1.08 -1.62 0.04
N 2.511303 2.649249 0.957298 0.45 -0.75 -3.22
H 1.518448 4.792810 1.593165 0.26 -0.07 0.70
H 0.846714 5.329783 0.200133 -0.29 -0.02 -1.09
H 2.406890 2.750204 1.927430 -0.12 0.06 1.16
H 2.748517 1.718489 0.511817 -0.54 1.27 1.10
C -1.039799 -2.624084 3.393604 -1.45 1.04 1.47
O -1.255034 -2.760543 2.204625 0.63 -0.22 -1.22
N -0.465284 -3.628755 4.117684 0.95 -0.55 -1.38
N -1.455332 -1.434666 3.981733 0.85 -1.43 -0.23
H 0.185985 -4.173925 3.498326 -0.94 0.47 1.16
H -0.316108 -3.635062 5.109068 0.17 0.39 -0.01
H -1.914295 -0.812971 3.357342 -0.30 0.31 -0.38
H -1.665353 -1.336788 4.941830 0.10 0.02 0.89
C 2.510853 -2.953144 2.034012 -2.42 -0.31 -1.73
O 2.012485 -4.084357 1.897405 0.79 -0.21 0.99
N 3.845343 -2.730137 2.077996 1.70 -2.41 0.15
N 1.664265 -1.887839 1.971329 0.57 0.47 0.53
H 4.314878 -1.929784 1.759354 -0.15 1.65 -0.22
H 4.460546 -3.550832 1.880705 -1.34 0.78 0.45
H 2.045605 -0.977937 1.778965 -0.11 0.15 -0.07
H 0.642750 -1.992288 1.986648 0.85 -0.25 -0.25
C -2.173421 -0.608374 -3.666226 -0.25 0.43 -1.36
O -2.439162 -0.549189 -2.465905 0.02 0.09 -0.68
N -1.851504 -1.746602 -4.344691 0.36 -0.07 1.92
N -2.211039 0.540223 -4.463890 0.33 -1.82 0.85
H -1.642303 -2.606209 -3.816096 -0.41 0.55 -0.28
H -2.009279 -1.743971 -5.313896 0.04 -0.35 -1.03
H -1.905064 0.510326 -5.429327 -0.25 0.38 0.54
H -2.575052 1.326030 -3.966276 -0.25 0.71 -0.43
C -1.072860 5.278638 -1.754267 0.47 -0.16 -1.16
O -0.383529 5.907732 -0.978153 -0.05 0.86 1.07
N -2.388158 5.486459 -1.917801 -0.64 -0.04 0.07
N -0.500156 4.368778 -2.567888 -0.98 -0.62 -0.96
H -2.932063 4.906316 -2.517311 -0.22 -0.09 -0.23
H -2.739332 6.343171 -1.567976 -0.47 0.47 0.27
H -0.935415 3.978726 -3.414373 0.51 0.33 1.10
H 0.412964 4.147011 -2.242920 1.09 -0.69 -0.25
C -0.728784 -4.487973 -1.122759 -0.71 -0.85 -3.55
O -1.387531 -3.895672 -2.035304 0.82 -0.83 1.81
N -0.665511 -5.909530 -1.181052 -0.58 1.78 0.32
N 0.057251 -3.825343 -0.276083 -0.07 0.33 -0.24
H 0.035552 -6.411866 -0.682088 0.18 -0.17 0.22
H -1.222816 -6.393501 -1.882734 0.39 0.59 0.47
H 0.036786 -2.809850 -0.350148 -0.22 -0.42 0.07
H 0.453189 -4.205168 0.555798 0.29 -0.35 0.51
C 0.111739 1.678930 4.169069 2.74 0.46 2.09
O 0.161466 2.092772 5.343360 0.34 -1.55 -0.85
N 1.078326 0.873660 3.513355 -0.33 0.60 1.26
N -0.766745 2.207023 3.345849 -1.54 -0.24 -2.48
H 1.653595 0.197633 4.015291 -0.64 0.61 -0.05
H 0.867126 0.690935 2.548068 -0.07 -0.35 -0.09
H -1.489568 2.742167 3.779499 -0.18 0.19 0.00
H -0.888155 1.746942 2.427784 -0.21 0.68 0.68
C 2.533407 -0.429983 -1.232463 -0.14 -1.31 -2.26
O 2.620523 -0.015820 -0.096501 0.18 0.68 0.67
N 2.388205 0.426322 -2.367371 0.34 -1.54 1.92
N 2.614426 -1.811788 -1.467205 -0.30 2.04 -0.14
H 1.885435 0.085020 -3.198578 0.32 0.44 1.02
H 2.207258 1.351630 -1.970149 -0.30 0.18 -0.80
H 2.847903 -2.075711 -2.408744 -0.03 -0.58 0.27
H 2.716426 -2.406308 -0.649201 0.07 0.13 -0.66
C -0.758790 0.144264 0.118796 -0.33 0.41 -2.68
O -0.416842 0.622483 1.191269 0.00 -0.95 1.19
N -1.292927 -1.086489 -0.135666 0.38 0.88 -0.37
N -0.551828 0.898243 -0.999249 0.05 0.08 -0.20
H -1.570940 -1.562153 0.676967 -0.41 -1.01 1.13
H -1.742869 -1.331695 -1.042712 0.56 0.54 0.91
H -0.184304 1.820939 -0.938501 0.44 0.52 0.60
H -1.088913 0.747558 -1.817254 -0.37 -0.61 -0.54
```
Positions in Å, forces in eV/Å.

Summary:
Energy above the lowest of the compared OMol25 structures with the same formula, charge and spin, kcal/mol: 2.7
Total charge: 0
SMILES: NC(N)=O.NC(N)=O.NC(N)=O.NC(N)=O.NC(N)=O.NC(N)=O.NC(N)=O.NC(N)=O.NC(N)=O.O

***

Molecular formula: C9H38N6O13
Method: DFT, ωB97M-V with the def2-TZVPD basis set

```
66
Properties=species:S:1:pos:R:3:forces:R:3
C 0.774183 3.655699 -2.627440 -1.11 -1.13 -2.23
O 1.126189 2.602544 -3.197438 -0.72 1.11 0.07
N -0.273017 4.457318 -2.895690 -1.34 -0.40 -1.51
N 1.456657 4.170216 -1.667156 2.87 0.36 2.98
H -0.684854 4.403583 -3.816349 -0.34 0.04 0.50
H -0.494755 5.193412 -2.240624 -0.32 -0.15 -0.64
H 1.136344 5.009737 -1.205971 0.86 -0.31 0.05
H 2.356469 3.720181 -1.578266 -0.03 0.49 0.90
C -3.691714 0.784748 3.177554 2.45 1.89 2.53
O -3.294271 1.476404 4.108852 0.07 -0.20 0.03
N -2.980100 -0.120513 2.537398 2.41 -2.34 -1.00
N -4.841909 0.917772 2.612716 -4.14 0.48 -1.53
H -1.988017 -0.198121 2.710158 -0.30 -0.18 0.01
H -3.454448 -0.775362 1.932204 0.68 -0.02 0.13
H -4.979199 0.289401 1.833989 -1.06 0.75 0.14
H -5.510745 1.564996 3.004970 -0.05 -0.40 -0.37
C -3.073218 -1.837835 -0.672416 7.43 -1.15 -1.59
O -2.150212 -2.639759 -0.398454 -0.41 0.53 1.06
N -4.291789 -2.168060 -0.588843 -6.17 -0.97 0.93
N -2.808710 -0.691755 -1.330773 -1.69 1.03 0.33
H -4.974188 -1.716923 -1.181222 -0.03 -0.15 0.30
H -4.582969 -2.969302 -0.047253 0.28 0.05 -0.38
H -1.910234 -0.231944 -1.368193 0.31 -0.32 -0.09
H -3.615147 -0.099909 -1.191139 0.48 0.84 -0.57
C 4.040265 -4.198701 2.700589 0.10 -0.07 -0.36
C 3.701056 -3.673938 1.314912 1.45 1.68 0.61
O 4.153206 -2.303572 1.212922 0.43 -0.58 -0.50
O 5.479066 -4.248195 2.981528 -1.84 -0.08 -0.32
H 3.604824 -5.197944 2.702461 0.23 -0.29 0.57
H 3.516506 -3.558145 3.410133 0.29 -0.13 0.44
H 2.639760 -3.560717 1.093754 -0.13 -1.31 -0.06
H 4.345084 -4.254308 0.654222 -0.65 -0.02 -0.72
H 3.667586 -1.847400 1.904071 0.06 0.57 0.33
H 5.913173 -3.904980 2.197085 0.13 0.24 -0.06
C 1.164736 -0.127455 0.147407 -0.34 -1.12 -3.17
C 0.697265 -0.633349 -1.290128 1.35 -0.26 -1.08
O -0.087159 0.213040 -2.179072 0.11 -0.74 1.79
O 0.122224 -0.375226 1.041546 -0.23 1.06 1.11
H 1.451040 0.919448 0.046844 -0.61 0.22 0.47
H 2.090283 -0.645657 0.398278 -0.05 -0.35 0.14
H 0.272948 -1.637241 -1.306488 -1.04 0.22 0.93
H 1.547119 -0.948924 -1.895316 0.89 0.63 0.15
H 0.544319 0.781547 -2.625874 -0.04 0.53 -0.21
H -0.049550 -1.317240 1.110086 0.18 -0.39 0.01
C -2.796802 3.371900 0.320792 0.42 0.36 1.61
C -1.772558 2.182274 0.155380 -2.00 1.48 -1.18
O -0.802073 2.131898 1.130256 0.38 0.94 0.96
O -2.368257 4.617903 -0.234053 0.75 -0.08 -0.37
H -2.872741 3.561123 1.391553 -0.02 -0.35 0.42
H -3.844417 3.355327 0.020245 0.19 -1.16 -0.57
H -1.296972 2.424720 -0.794948 -0.13 -0.68 -0.59
H -2.302154 1.230821 0.204005 -0.26 0.10 -0.61
H -0.564166 1.201870 1.124869 0.48 -0.41 0.57
H -1.591969 4.851594 0.280123 0.12 0.26 0.03
O 0.007525 -3.175350 1.527782 0.33 0.14 0.20
H 0.072254 -4.042678 1.927529 0.12 -0.12 0.21
H -0.747745 -3.236422 0.942910 -0.71 0.01 -0.68
O 2.206822 1.211892 -5.265244 0.25 -0.44 -0.37
H 1.717503 1.881678 -4.787550 -0.27 0.27 0.48
H 2.809710 1.705750 -5.820998 0.17 -0.01 -0.17
O 2.982796 -2.146347 -4.328309 -0.06 -0.15 -0.15
H 3.109427 -2.835427 -3.676110 0.04 -0.21 0.14
H 3.198236 -1.336155 -3.866350 0.00 0.38 -0.03
O 3.082990 -0.763973 3.335919 -0.02 -0.19 0.00
H 3.548106 0.039852 3.567780 0.25 0.17 0.05
H 2.160389 -0.509822 3.314848 -0.43 0.04 -0.04
```
Positions in Å, forces in eV/Å.

Summary:
Total charge: 0
SMILES: NC(N)=O.NC(N)=O.NC(N)=O.OCCO.OCCO.OCCO.O.O.O.O

***

Molecular formula: C9H40BO9
Method: DFT, ωB97M-V with the def2-TZVPD basis set

```
59
Properties=species:S:1:pos:R:3:forces:R:3
B 0.340525 0.238423 -0.514737 0.02 0.17 0.13
H 0.073267 0.354892 0.524128 -1.20 0.35 3.68
H -0.540530 0.122046 -1.126651 -3.29 -0.55 -1.97
H 0.787163 1.152101 -0.875242 2.08 3.16 -0.95
H 0.983528 -0.625409 -0.582454 2.34 -2.97 -0.63
C -2.447886 2.173950 -2.112669 0.06 0.55 0.32
O -1.047979 2.448402 -2.072815 -1.11 0.68 -0.74
H -3.012375 3.032718 -2.475945 0.50 0.49 -0.19
H -2.757946 1.382595 -2.795105 0.37 -0.51 0.15
H -2.852122 2.032816 -1.110288 0.02 -0.56 -0.03
H -0.580723 1.755327 -1.600668 -0.15 -0.25 0.06
C 2.352322 1.610497 -3.144322 -1.10 -0.62 0.08
O 1.634632 0.397069 -3.139658 -0.15 -0.94 -0.86
H 1.652287 2.364971 -2.785411 0.48 0.57 0.22
H 3.218281 1.457421 -2.500282 0.36 0.72 -0.23
H 2.541351 1.809428 -4.199203 0.60 0.18 0.17
H 1.215303 0.297584 -2.281833 0.10 -0.02 0.07
C 3.036106 0.841759 1.670988 -0.65 0.94 -0.54
O 3.117050 0.155046 0.434455 0.86 -0.31 0.75
H 2.988458 1.908872 1.453967 0.34 0.34 0.19
H 2.079617 0.675960 2.166719 0.01 -0.43 0.32
H 3.867359 0.648220 2.348973 0.03 -0.33 -0.23
H 2.212856 0.042884 0.132029 0.00 -0.05 -0.36
C -3.392705 -1.335353 0.285779 0.09 -0.23 -0.14
O -2.636006 -0.163115 0.456798 -0.38 0.38 0.33
H -4.448860 -1.141491 0.472994 0.04 0.20 0.03
H -3.262581 -1.679806 -0.740147 -0.24 -0.36 -0.01
H -3.044164 -2.102398 0.977337 -0.10 -0.26 -0.02
H -1.724834 -0.426214 0.307974 0.32 0.23 0.04
C -1.438687 -2.001160 -2.722485 -0.18 -0.24 0.67
O -0.719201 -2.236290 -1.530672 -0.15 -0.74 -0.25
H -2.031832 -1.103245 -2.549179 -0.23 0.23 -0.55
H -0.759928 -1.869142 -3.565083 -0.18 -0.04 -0.26
H -2.122639 -2.841590 -2.840710 0.03 -0.02 -0.43
H -0.465452 -1.343895 -1.284007 0.56 -0.05 0.49
C -1.754705 0.663027 3.671534 0.75 -0.67 -0.40
O -1.468691 1.072566 4.996158 -0.91 0.67 0.26
H -2.199262 1.408228 3.011878 0.25 0.35 0.22
H -0.761518 0.388633 3.316005 -0.40 -0.27 -0.66
H -2.449902 -0.176466 3.665830 0.19 -0.36 -0.06
H -2.297330 1.474066 5.267713 0.13 0.18 0.64
C 3.194431 -3.154123 -1.555690 -1.07 1.35 0.81
O 2.561770 -3.353026 -0.271159 1.57 -1.12 -0.05
H 3.178198 -2.074495 -1.704813 -0.38 0.08 -0.79
H 4.267893 -3.338436 -1.598382 -0.07 -0.77 0.84
H 2.697070 -3.722746 -2.341436 -0.04 0.17 -0.10
H 1.670467 -3.004669 -0.194887 -0.16 0.33 -0.63
C 1.256029 -2.124552 2.702969 -0.38 1.50 0.37
O 0.324858 -1.917656 1.641525 0.13 -1.26 0.34
H 2.247222 -1.794715 2.391784 0.25 -0.63 -0.01
H 0.965644 -1.438583 3.498733 0.07 0.17 0.43
H 1.222934 -3.102336 3.183530 -0.02 -0.26 -0.82
H 0.562450 -1.088027 1.220963 -0.04 0.09 -0.12
C -1.330171 3.102923 1.077983 1.57 -0.38 1.01
O 0.029055 2.652203 1.269504 -0.32 0.98 0.19
H -1.653420 3.346024 2.090167 -0.61 -0.17 0.03
H -1.344508 4.052796 0.543553 -0.12 -0.30 -0.60
H -1.878356 2.267175 0.643106 -0.48 0.53 -0.03
H 0.146187 1.828317 0.790857 0.03 0.06 -0.16
```
Positions in Å, forces in eV/Å.

Summary:
Energy above the lowest of the compared OMol25 structures with the same formula, charge and spin, kcal/mol: 49.1
Total charge: -1

***

no.,F_max (eV Å⁻¹),calculated total energy (eV)
1,3.7,-57256.8636
2,7.7,-45507.1570
3,3.9,-29080.9365